Entry 1:
9 unconnected molecules or ions with the total composition C48H95ClN5O12S at a distorted geometry, computed with wB97M-V/def2-TZVPD.

Values from the calculation:
LUMO in eV: -2.365
Charge: +1
HOMO-LUMO gap in eV: 8.326

Each line ends with the Löwdin charge.
CARTESIAN COORDINATES (ANGSTROEM)
C -2.092 5.385 -7.048  -0.102
O -0.839 6.040 -7.087  -0.190
C 0.262 5.210 -6.788  -0.235
C 0.271 4.707 -5.349  -0.184
C 0.312 5.872 -4.348  -0.199
C -0.478 5.607 -3.071  -0.184
C -0.074 4.407 -2.182  -0.302
C -1.348 4.116 -1.320  -0.198
C -2.193 3.016 -1.974  -0.047
C -3.690 3.181 -1.796  -0.446
O -4.198 4.265 -1.707  0.129
N -4.432 1.961 -1.761  -0.171
C -5.095 1.684 -3.051  -0.048
C -5.363 1.912 -0.637  -0.070
C -1.035 3.924 0.155  -0.203
C -2.229 3.542 1.034  -0.092
C -3.153 4.737 1.201  -0.212
N -2.859 5.783 1.835  0.135
N 0.108 2.991 0.356  0.022
O -0.127 1.723 -0.175  -0.072
C -0.492 0.756 0.836  -0.134
C -0.397 -0.621 0.214  -0.182
N -1.424 -0.802 -0.809  -0.030
C -0.921 -0.570 -2.169  -0.174
C -2.005 -0.832 -3.213  -0.419
C -2.039 0.221 -4.308  -0.046
O -1.797 -2.138 -3.749  -0.032
C 1.454 3.591 -0.184  -0.318
N 2.224 2.492 -0.557  0.049
C 3.107 1.975 0.211  -0.325
C 3.213 0.485 0.234  -0.017
C 4.086 2.785 1.036  0.003
C 1.232 4.596 -1.376  -0.948
S 2.700 4.456 -2.456  0.842
Cl 1.354 6.253 -0.687  0.709
H -2.664 5.682 -7.927  0.090
H -2.645 5.667 -6.146  0.086
H -1.978 4.296 -7.072  0.085
H 1.166 5.786 -6.991  0.131
H 0.262 4.357 -7.482  0.123
H -0.600 4.072 -5.157  0.100
H 1.178 4.105 -5.234  0.100
H 1.338 6.179 -4.153  0.085
H -0.164 6.730 -4.831  0.120
H -0.570 6.504 -2.459  0.099
H -1.498 5.372 -3.400  0.120
H 0.079 3.556 -2.852  0.127
H -1.952 5.026 -1.351  0.143
H -1.908 2.002 -1.703  0.101
H -2.028 3.099 -3.058  0.125
H -6.178 1.654 -2.930  0.090
H -4.827 2.422 -3.807  0.096
H -4.792 0.701 -3.422  0.070
H -5.797 0.912 -0.604  0.094
H -6.191 2.625 -0.728  0.094
H -4.850 2.068 0.312  0.073
H -0.677 4.889 0.528  0.135
H -1.857 3.308 2.038  0.133
H -2.746 2.677 0.620  0.096
H -4.145 4.690 0.756  0.106
H -1.909 5.740 2.218  0.066
H 0.242 2.881 1.366  0.182
H 0.198 0.816 1.689  0.129
H -1.520 0.928 1.158  0.119
H -0.575 -1.322 1.033  0.118
H 0.615 -0.761 -0.187  0.115
H -1.697 -1.780 -0.786  0.116
H -0.094 -1.255 -2.402  0.134
H -0.517 0.440 -2.264  0.104
H -2.979 -0.816 -2.706  0.130
H -2.462 1.159 -3.945  0.044
H -2.676 -0.106 -5.135  0.088
H -1.044 0.418 -4.717  0.093
H -2.034 -2.146 -4.681  0.084
H 1.878 4.143 0.664  0.129
H 2.433 0.070 0.876  0.071
H 4.160 0.206 0.697  0.075
H 3.159 0.058 -0.765  0.077
H 3.692 3.099 2.003  0.093
H 4.397 3.631 0.422  0.087
H 4.959 2.157 1.200  0.083
H 2.233 3.455 -3.212  -0.095
C 5.531 -2.076 -1.510  -0.017
C 4.230 -2.842 -1.525  -0.489
O 3.169 -2.300 -1.297  0.045
C 4.319 -4.311 -1.843  -0.018
H 5.351 -1.029 -1.274  0.063
H 6.205 -2.500 -0.763  0.090
H 6.014 -2.145 -2.486  0.089
H 4.952 -4.810 -1.106  0.091
H 4.760 -4.447 -2.831  0.094
H 3.330 -4.761 -1.832  0.052
C 0.633 -7.636 -0.737  -0.011
C 1.502 -7.599 -1.969  -0.486
O 2.079 -6.591 -2.311  0.057
C 1.612 -8.886 -2.742  -0.013
H 0.631 -6.656 -0.265  0.058
H -0.389 -7.911 -1.006  0.090
H 1.019 -8.382 -0.038  0.081
H 0.628 -9.206 -3.086  0.089
H 2.028 -9.659 -2.093  0.072
H 2.264 -8.748 -3.602  0.084
C 3.277 0.095 5.573  -0.019
C 3.614 -0.281 4.152  -0.495
O 4.476 0.301 3.529  0.054
C 2.822 -1.407 3.536  -0.029
H 3.912 0.916 5.897  0.083
H 2.230 0.396 5.644  0.085
H 3.432 -0.760 6.233  0.089
H 1.761 -1.161 3.526  0.063
H 2.960 -2.323 4.112  0.093
H 3.167 -1.573 2.517  0.075
C -4.460 6.163 4.650  -0.039
C -4.618 6.501 6.112  -0.502
O -3.763 6.218 6.919  0.063
C -5.890 7.209 6.503  -0.018
H -3.508 5.659 4.500  0.058
H -5.270 5.506 4.327  0.088
H -4.486 7.071 4.047  0.065
H -6.755 6.594 6.246  0.087
H -5.974 8.153 5.962  0.083
H -5.888 7.399 7.573  0.082
C 5.326 -10.374 0.265  -0.018
C 4.030 -11.142 0.197  -0.504
O 2.958 -10.595 0.347  0.038
C 4.135 -12.622 -0.054  -0.013
H 5.119 -9.321 0.453  0.080
H 5.948 -10.773 1.067  0.081
H 5.870 -10.471 -0.676  0.087
H 4.719 -13.088 0.741  0.089
H 4.634 -12.806 -1.007  0.088
H 3.141 -13.062 -0.077  0.084
C 5.718 -9.738 4.539  -0.023
C 4.717 -10.685 3.922  -0.509
O 5.026 -11.806 3.590  0.063
C 3.316 -10.161 3.725  -0.026
H 6.684 -10.231 4.622  0.083
H 5.820 -8.845 3.920  0.083
H 5.383 -9.433 5.532  0.085
H 3.344 -9.295 3.061  0.081
H 2.876 -9.864 4.678  0.084
H 2.704 -10.936 3.270  0.081
C -6.500 8.569 0.622  -0.020
C -5.911 8.986 1.948  -0.508
O -6.497 8.802 2.989  0.058
C -4.551 9.640 1.908  -0.026
H -7.473 8.111 0.783  0.082
H -6.613 9.437 -0.029  0.086
H -5.839 7.852 0.130  0.079
H -4.589 10.549 1.305  0.086
H -3.825 8.957 1.463  0.075
H -4.237 9.893 2.918  0.081
C -0.757 -4.587 4.446  -0.015
C -0.261 -3.993 3.153  -0.486
O 0.165 -2.860 3.096  0.038
C -0.316 -4.878 1.933  -0.022
H -0.665 -3.857 5.245  0.083
H -1.803 -4.882 4.345  0.090
H -0.175 -5.475 4.698  0.089
H -1.345 -5.184 1.737  0.093
H 0.283 -5.775 2.096  0.085
H 0.072 -4.340 1.070  0.080


Entry 2:
A gas-phase ion, C4H12PS (charge +1) at a distorted geometry, computed with wB97M-V/def2-TZVPD.

Values from the calculation:
LUMO in eV: -2.972
Charge: +1
HOMO-LUMO gap in eV: 10.396
Relative energy (zero: lowest compared OMol25 entry of this formula, charge and spin) in eV: 1.992

Each line ends with the natural charge from an NBO analysis.
CARTESIAN COORDINATES (ANGSTROEM)
C -0.386 -0.890 -1.380  -0.991
C -1.672 -0.420 1.250  -0.842
C -0.093 1.799 -0.301  -1.028
C 1.298 -0.426 0.980  -0.866
P -0.248 0.077 0.143  1.521
S 2.856 0.045 0.114  0.067
H 0.212 -0.634 -2.151  0.266
H -1.361 -0.746 -1.855  0.279
H -0.012 -1.939 -1.275  0.283
H -2.418 -0.649 0.532  0.263
H -1.757 0.426 1.769  0.240
H -1.158 -1.245 1.802  0.265
H -1.114 2.384 -0.531  0.302
H 0.416 1.828 -1.412  0.302
H 0.441 2.348 0.479  0.285
H 1.247 -0.028 1.966  0.268
H 1.346 -1.537 0.943  0.273
H 2.403 -0.392 -1.072  0.114


Entry 3:
A gas-phase ion, C9H19N2O (charge +1) at a distorted geometry, computed with wB97M-V/def2-TZVPD.

Values from the calculation:
LUMO in eV: -4.031
Charge: +1
HOMO-LUMO gap in eV: 9.106
Relative energy (zero: lowest compared OMol25 entry of this formula, charge and spin) in eV: 5.579
SMILES string: C[C@H]1C(C)(C)[N@@+]1(C)C(C)(C)N=O

Each line ends with the natural charge from an NBO analysis.
CARTESIAN COORDINATES (ANGSTROEM)
C 0.798 -2.263 0.322  -0.669
C 0.635 -1.252 -0.714  -0.005
C -0.502 -0.482 -1.139  0.112
C -1.803 -0.998 -0.526  -0.654
C -0.689 -0.013 -2.569  -0.644
N 0.454 0.191 -0.323  -0.263
C 1.337 1.097 -0.975  -0.416
C 0.051 0.621 1.197  0.237
C 1.248 0.706 2.069  -0.696
C -0.730 1.918 1.019  -0.703
N -0.794 -0.296 2.245  0.176
O -1.652 0.287 2.815  -0.198
H 0.537 -3.216 -0.192  0.260
H 0.213 -2.301 1.278  0.262
H 1.905 -2.131 0.584  0.240
H 1.437 -1.406 -1.473  0.234
H -1.841 -1.692 0.363  0.254
H -2.335 -1.585 -1.360  0.263
H -2.444 -0.126 -0.214  0.229
H -1.005 -0.922 -3.201  0.255
H 0.226 0.335 -3.106  0.242
H -1.585 0.640 -2.561  0.247
H 2.141 1.364 -0.286  0.239
H 1.806 0.513 -1.835  0.234
H 0.837 2.007 -1.400  0.243
H 1.838 -0.284 2.259  0.257
H 0.898 1.108 3.082  0.271
H 1.964 1.449 1.658  0.236
H -1.657 1.575 0.393  0.229
H -0.204 2.788 0.526  0.249
H -1.081 2.367 2.065  0.280